{
  "formula": "C4H5NO",
  "method": "the ωB97M-V functional and the def2-TZVPD basis",
  "symbols": ["O", "C", "N", "C", "C", "C", "H", "H", "H", "H", "H"],
  "xyz": [[-0.2770, 2.1949, 0.7760], [-0.4269, 1.0801, 0.3978], [1.1374, 0.3128, 0.3482], [1.6228, -0.7230, -0.2213], [-1.2548, -0.9915, -0.5554], [-1.5040, 0.2371, -0.0040], [1.8044, 0.9033, 0.8495], [0.8987, -1.3571, -0.7434], [2.6951, -0.9436, -0.1534], [-2.2208, -1.4432, -0.8449], [-2.4750, 0.7301, 0.1508]],
  "atomic_forces_ev_per_a": [[0.06, -0.83, -0.19], [0.41, 0.41, 0.20], [0.07, -0.16, -0.19], [-0.33, 0.25, 0.10], [-0.33, 0.19, 0.09], [0.21, -0.21, -0.08], [-0.30, 0.08, -0.08], [0.04, 0.10, 0.06], [-0.26, 0.17, 0.10], [0.16, 0.06, 0.05], [0.28, -0.06, -0.06]],
  "e_lumo_ev": -0.4,
  "homo_lumo_gap_ev": 7.2406,
  "total_charge": 0,
  "de_lowest_kcal_mol": 102.3,
  "total_energy_ev": -7762.090
}